117
Properties=species:S:1:pos:R:3:lowdin_charge:R:1 method="wB97M-V/def2-TZVPD" e_lumo_ev="-3.03 / -4.01" total_charge=+1 homo_ev="-9.81 / -9.91" e_above_lowest_kcal_mol=98.6 spin_multiplicity=3 molar_mass_g_mol=1076.43 orbital_gap_ev="6.771 / 5.896" s2=2.0159
C -0.12 -1.39 -1.93 -0.185
H 2.55 5.66 -0.95 0.111
H 0.94 -1.30 -3.79 0.116
As -1.60 3.03 0.17 1.323
C -2.28 1.60 5.24 -0.095
C -0.06 -3.17 -3.53 -0.071
C 2.37 0.75 -1.82 -0.017
H 1.24 1.91 0.25 -0.011
H -2.24 5.90 0.62 0.100
H -0.41 2.85 3.01 0.065
C -0.69 3.88 2.85 -0.142
C -3.23 3.71 5.86 -0.066
C -0.34 3.89 -1.06 -0.350
C -2.75 -3.72 1.79 -0.152
C -5.06 -1.02 -2.61 -0.143
H -6.71 5.30 -1.55 0.111
H 0.59 -4.75 1.93 0.040
H 0.81 -2.36 2.99 0.015
C -3.64 -1.38 -2.11 -0.156
C -1.27 -3.41 -1.48 -0.083
H 0.91 1.94 1.99 -0.009
H -2.25 1.66 -2.18 0.060
C 0.80 4.49 -0.54 -0.101
H 1.38 2.16 -5.27 0.114
C 0.31 -1.89 -3.14 0.000
H -4.19 4.81 4.28 0.115
W -1.14 0.33 0.54 1.086
N -2.89 -0.23 -1.60 -0.229
H -2.92 -3.98 2.84 0.035
H -1.92 -3.99 -0.84 0.097
H -5.50 0.74 -1.43 0.091
C 0.70 1.17 -3.51 -0.034
H -3.54 -3.03 1.49 0.020
C -4.22 1.32 -3.07 -0.138
H -2.31 -1.61 5.04 0.094
H -4.07 -3.02 5.96 0.112
H -6.75 -1.75 2.87 0.110
C -5.52 -2.49 4.46 -0.066
O 0.14 -0.06 -1.50 -0.148
C 2.97 1.89 -3.85 -0.069
C 0.70 1.43 1.07 -0.682
H -5.16 -1.31 -3.66 0.112
H -3.74 -0.61 0.24 0.045
H 3.72 2.37 -4.48 0.110
C 3.32 1.39 -2.61 -0.049
H -0.55 -1.34 3.43 -0.028
H -3.05 -1.81 -2.92 0.119
H -0.37 -5.18 0.52 0.035
Si -2.36 0.42 2.69 0.857
C 1.66 1.78 -4.30 -0.066
C 0.26 4.70 -3.25 -0.075
Cl 1.36 -0.24 1.27 0.631
C -0.48 4.80 3.87 -0.066
H -1.76 0.69 5.54 0.100
C -2.53 2.56 6.20 -0.066
H 0.92 -3.99 0.37 0.047
C -3.36 4.75 -1.44 -0.117
H -0.53 -3.05 3.91 0.046
C -4.50 3.35 0.12 -0.135
H -4.51 2.61 0.91 0.077
H 0.28 -3.55 -4.48 0.108
C -1.75 5.57 1.53 -0.086
H 0.04 4.79 -4.30 0.114
H -5.81 -1.59 -2.06 0.108
C -4.78 -0.92 2.81 -0.120
H -3.64 3.17 2.57 0.064
H -1.87 7.51 2.42 0.110
C -0.85 -2.16 -1.02 -0.330
H -6.29 0.72 -2.99 0.114
C -4.27 -2.43 5.07 -0.067
C -3.51 -0.87 3.39 -0.331
C -1.54 6.49 2.55 -0.060
C -5.72 3.90 -0.25 -0.061
C -3.21 0.19 -0.26 -0.330
C 1.67 5.19 -1.37 -0.059
C -0.27 -2.35 3.10 -0.218
H -3.45 4.46 6.62 0.111
H -4.60 6.07 -2.59 0.112
Si -1.05 -2.99 1.52 0.397
H -2.86 -4.63 1.20 0.036
C -2.66 1.79 3.91 -0.330
H 4.34 1.47 -2.26 0.112
C -5.78 -1.72 3.34 -0.067
C -0.88 -3.92 -2.71 -0.071
H -4.37 2.37 -2.81 0.090
H -0.74 6.83 4.51 0.111
C -0.90 6.11 3.72 -0.067
C -5.35 0.48 -2.48 -0.193
C -4.58 5.30 -1.83 -0.061
H -2.26 0.44 -3.44 0.111
H 1.01 4.45 0.52 0.102
H 2.65 0.29 -0.88 0.079
C -3.65 3.91 4.56 -0.065
H -6.30 -3.12 4.88 0.110
H -5.00 -0.33 1.92 0.092
C 1.07 0.66 -2.28 -0.275
C -5.76 4.87 -1.24 -0.066
H -2.21 2.40 7.22 0.110
H -3.67 -2.13 -1.32 0.111
C -3.35 2.97 3.58 -0.117
H -1.47 3.51 -2.86 0.094
H -2.46 5.12 -1.90 0.087
H 0.01 4.48 4.78 0.115
N -1.11 -1.71 0.29 -0.248
H -6.63 3.57 0.23 0.113
C -3.27 -1.63 4.54 -0.115
C -0.59 3.98 -2.42 -0.147
C 0.12 -4.36 1.03 -0.159
H -1.22 -4.90 -3.01 0.112
C -2.83 0.83 -2.59 -0.177
H 2.05 5.88 -3.36 0.111
C -3.31 3.75 -0.47 -0.357
C 1.39 5.31 -2.72 -0.067
H -3.84 1.06 -0.25 0.011
H -4.26 1.26 -4.16 0.114
H -0.32 1.06 -3.85 0.110
C -1.32 4.25 1.67 -0.369

9
Properties=species:S:1:pos:R:3:lowdin_charge:R:1 method="wB97M-V/def2-TZVPD" e_lumo_ev=-0.89 homo_ev=-11.82 e_above_lowest_kcal_mol=136.1 molar_mass_g_mol=115.05 orbital_gap_ev=10.931
C -1.23 0.58 0.00 -0.239
N 0.41 -1.29 0.00 -0.375
N 2.01 1.71 0.00 0.223
C 1.14 0.97 0.00 -0.230
N 0.10 0.12 0.00 0.060
O 1.56 -1.55 0.00 0.157
H -1.92 -0.27 0.00 0.145
O -0.54 -2.01 0.00 0.129
O -1.53 1.73 0.00 0.129

11
Properties=species:S:1:pos:R:3:lowdin_charge:R:1 method="wB97M-V/def2-TZVPD" e_lumo_ev=0.16 homo_ev=-8.14 e_above_lowest_kcal_mol=18.9 molar_mass_g_mol=146.33 orbital_gap_ev=8.299
H 2.03 -0.22 1.06 0.014
S -0.77 1.92 0.81 0.249
H -2.94 0.72 1.62 -0.223
S -2.56 0.84 0.37 0.214
H 2.05 -1.90 0.58 0.033
C 1.48 -0.97 0.51 -0.500
H 0.55 -1.10 1.03 0.024
H -0.30 -0.54 -2.86 -0.200
H -0.28 2.01 -0.41 -0.250
S -0.62 -0.52 -1.58 0.268
S 1.38 -0.23 -1.13 0.370

14
Properties=species:S:1:pos:R:3:lowdin_charge:R:1 method="wB97M-V/def2-TZVPD" e_lumo_ev=0.05 homo_ev=-8.72 e_above_lowest_kcal_mol=105.8 molar_mass_g_mol=88.11 orbital_gap_ev=8.765
C -1.27 -0.80 0.60 -0.216
C 0.84 -0.49 -0.41 0.052
O -0.44 -0.76 1.75 -0.078
H -2.15 -0.21 0.84 0.125
H 0.29 -1.38 1.56 0.079
H 2.13 0.64 -1.39 0.116
O -0.99 1.19 -0.86 -0.050
C 1.74 0.66 -0.35 -0.128
H -1.58 -1.82 0.37 0.123
H 1.30 1.66 -0.21 0.075
H 2.60 0.50 0.29 0.077
C -0.59 -0.16 -0.64 -0.421
H -0.92 -0.69 -1.54 0.153
H -0.95 1.66 -0.01 0.092

70
Properties=species:S:1:pos:R:3:lowdin_charge:R:1 method="wB97M-V/def2-TZVPD" e_lumo_ev=-0.40 homo_ev=-5.28 e_above_lowest_kcal_mol=42.2 molar_mass_g_mol=677.01 orbital_gap_ev=4.881
C 3.47 -3.05 -1.54 -0.097
Si -0.56 -2.91 -0.13 0.695
H 2.61 1.18 -7.47 0.100
H 1.81 -2.36 -2.71 0.103
Sn -2.42 1.76 0.81 1.295
H -1.67 4.91 0.72 0.094
C 1.60 -1.82 3.10 -0.095
H -3.24 -0.60 2.64 -0.046
H 1.61 -0.90 3.69 0.100
C 4.64 -1.36 -0.25 -0.090
C -1.38 0.69 -2.06 -0.209
C 0.45 -0.15 -0.13 -0.239
C 0.52 -2.09 2.26 -0.140
H -2.20 1.04 -2.68 0.125
C 2.88 1.10 -4.08 -0.095
H -1.87 -1.39 -2.29 0.105
C 0.62 -3.11 1.29 -0.335
C 2.71 -0.74 -1.59 -0.247
C -0.41 -1.14 -0.75 -0.342
H 3.40 -4.65 2.53 0.100
C -1.49 2.95 3.44 -0.199
C 0.59 0.77 -4.74 -0.091
H 3.34 -4.09 -1.85 0.104
C 3.76 -0.38 -0.74 -0.107
C -5.34 1.35 2.48 -0.792
C 0.97 0.89 -6.08 -0.090
H -1.00 2.37 4.22 0.091
H 3.45 -2.58 3.91 0.099
C 1.65 -4.05 1.41 -0.105
C 1.55 0.84 -3.71 -0.205
C 3.26 1.23 -5.41 -0.088
H 0.23 3.61 2.16 0.093
H -7.35 1.76 2.47 0.105
H 0.23 0.79 -6.87 0.098
N -6.56 1.49 3.03 0.106
C 4.46 -2.70 -0.62 -0.111
H -6.76 1.21 3.99 0.122
H -0.54 2.69 -1.81 0.127
C 2.64 -2.74 3.20 -0.099
H 5.44 -1.09 0.44 0.098
H 4.31 1.40 -5.66 0.104
H -2.50 0.48 3.70 0.097
H 1.68 -4.91 0.72 0.102
H -4.07 4.48 1.93 0.086
C 2.31 1.12 -6.42 -0.092
H -0.37 -1.46 2.31 0.087
C 2.61 -2.06 -2.03 -0.110
C -0.47 1.64 -1.54 -0.321
C -3.12 4.05 2.22 -0.264
Si 1.11 0.39 -1.88 0.728
H -1.92 -2.57 0.69 -0.338
Cl -3.26 -2.15 1.08 0.087
H -0.46 0.58 -4.52 0.093
N -3.16 0.40 2.92 -0.058
N -4.41 0.92 3.37 -0.075
H -0.97 -4.13 -0.75 -0.048
H 3.90 0.66 -0.44 0.100
H 5.09 -3.48 -0.18 0.100
H -4.76 0.53 4.25 0.159
C -1.85 4.26 1.58 -0.269
C -0.84 3.59 2.35 -0.228
H 1.22 -0.47 0.58 0.118
C -1.24 -0.66 -1.76 -0.242
H -3.61 3.03 4.15 0.089
H 0.95 1.98 0.14 0.113
C 2.63 -3.89 2.39 -0.102
H 3.65 1.16 -3.31 0.101
C 0.38 1.25 -0.43 -0.338
C -2.87 3.28 3.39 -0.222
S -5.04 1.85 0.88 0.603

17
Properties=species:S:1:pos:R:3:lowdin_charge:R:1 method="wB97M-V/def2-TZVPD" e_lumo_ev=0.72 homo_ev=-9.79 e_above_lowest_kcal_mol=7.7 molar_mass_g_mol=123.11 orbital_gap_ev=10.505
O 0.04 -0.94 1.44 0.020
O 1.43 1.33 -0.90 0.068
O 2.31 0.53 1.00 0.083
H -0.86 -1.24 1.61 0.093
C 1.44 0.26 -0.03 -0.676
H -2.51 0.97 -0.09 0.087
O 1.85 -0.91 -0.67 0.071
H 1.08 -1.40 -0.97 0.099
H 2.35 1.56 -1.08 0.122
C -2.27 -0.06 -0.40 -0.104
H -2.80 -0.29 -1.32 0.083
H -0.31 1.04 0.97 0.167
H 2.28 -0.20 1.63 0.114
C -0.01 0.09 0.49 -0.362
H -0.55 0.29 -1.43 0.118
H -2.61 -0.75 0.38 0.075
N -0.85 -0.26 -0.63 -0.060

19
Properties=species:S:1:pos:R:3:lowdin_charge:R:1 method="wB97M-V/def2-TZVPD" e_lumo_ev=1.10 homo_ev=-10.58 e_above_lowest_kcal_mol=66.9 molar_mass_g_mol=74.17 orbital_gap_ev=11.684
C 0.85 0.72 -0.63 -0.304
H 2.39 1.21 0.70 0.031
C -2.45 -0.62 0.13 -0.165
C 1.52 0.73 0.67 -0.172
H -2.05 -1.44 -0.42 0.048
C 1.85 -0.06 -1.59 -0.117
H -2.07 -0.59 2.20 0.025
H -2.33 0.27 -0.43 0.016
H 0.65 1.78 -1.03 0.114
H 1.13 -0.21 -2.49 0.093
H -0.77 0.22 1.53 0.042
C -1.53 -0.56 1.33 -0.184
H 0.94 1.02 1.61 0.088
H -0.96 -1.45 1.43 0.058
H 2.16 -1.04 -1.46 0.029
H 2.78 0.35 -1.87 0.048
H -3.67 -0.48 0.39 0.139
H 1.83 -0.29 0.91 0.084
H -0.27 0.44 -0.99 0.126

17
Properties=species:S:1:pos:R:3:lowdin_charge:R:1 method="wB97M-V/def2-TZVPD" e_lumo_ev=0.32 homo_ev=-8.51 e_above_lowest_kcal_mol=52.9 molar_mass_g_mol=211.05 orbital_gap_ev=8.827
H 1.59 2.17 1.55 0.056
C -1.46 -0.01 -1.72 -0.168
N -0.34 -2.27 -0.66 0.115
C -1.24 -0.22 -0.23 -0.700
H 1.12 -0.32 1.03 0.069
C 0.65 1.79 1.18 -0.218
H -1.77 1.07 -1.84 0.078
H 1.27 0.70 -0.60 0.079
H 0.44 2.67 0.45 0.096
H -0.98 -1.55 1.26 0.067
H -2.15 -0.72 -1.92 0.042
H -0.20 1.79 1.95 0.039
H 0.13 -3.07 -0.35 0.030
C 0.84 0.54 0.39 -0.052
I -2.79 0.81 0.92 0.797
H -0.53 -0.18 -2.15 0.041
C -0.87 -1.54 0.24 -0.370

38
Properties=species:S:1:pos:R:3:lowdin_charge:R:1 method="wB97M-V/def2-TZVPD" e_lumo_ev=-6.72 total_charge=+2 homo_ev=-12.88 molar_mass_g_mol=385.19 orbital_gap_ev=6.166
C 0.07 0.57 2.06 -0.042
H 0.26 1.42 2.71 0.083
H -0.72 0.19 -3.53 0.088
H 1.24 2.94 1.56 0.096
P 0.29 0.14 -0.63 0.671
C 2.79 -1.13 -0.74 -0.115
C 0.79 2.51 0.67 -0.134
H -3.29 -1.31 1.75 0.151
N 1.99 0.00 -1.15 -0.316
H 2.17 -1.99 -0.48 0.037
H -0.10 3.14 0.71 0.091
H 3.39 -0.88 0.13 0.087
N -0.65 1.16 -1.78 -0.314
H -3.42 -2.82 0.94 0.153
H 3.60 1.02 -2.09 0.101
H -0.97 0.26 2.05 0.052
H 1.41 2.78 -0.18 0.068
H 2.06 1.86 -1.85 0.066
O -0.34 -1.20 -0.54 -0.451
O -0.58 -2.99 2.39 -0.667
C 2.78 1.18 -1.40 -0.121
N 0.40 1.15 0.67 -0.291
H -2.65 0.59 -1.93 0.077
H 0.59 -0.27 2.51 0.067
C -0.29 1.13 -3.17 -0.115
H -2.39 2.31 -1.96 0.098
H -0.51 -2.22 3.00 -0.104
H 3.55 -1.36 -1.50 0.094
H 0.79 1.08 -3.31 0.067
N -3.08 -2.30 1.74 0.310
Rb -0.12 -3.90 -0.10 1.008
H 3.15 1.44 -0.41 0.090
Rb -1.68 -4.08 5.02 0.982
H -2.11 -2.47 1.96 -0.016
C -2.02 1.38 -1.52 -0.147
H -0.62 2.01 -3.72 0.099
H -2.26 1.33 -0.46 0.072
H -3.50 -2.68 2.57 0.126

85
Properties=species:S:1:pos:R:3:lowdin_charge:R:1 method="wB97M-V/def2-TZVPD" e_lumo_ev="-8.96 / -7.40" total_charge=+2 homo_ev="-13.83 / -13.82" spin_multiplicity=5 molar_mass_g_mol=645.24 orbital_gap_ev="4.861 / 6.427" s2=6.0948
Mn 0.70 -0.06 -0.17 1.011
H -3.79 -2.20 2.26 0.092
H -1.13 -1.05 4.61 0.136
H -1.14 5.13 0.67 0.018
C -2.39 1.71 -2.36 0.067
C -1.12 -3.37 -1.29 -0.206
H -0.06 3.66 4.25 -0.001
C -1.02 1.62 -2.18 -0.208
N -0.07 -0.74 1.54 0.014
H 2.79 -0.96 -0.23 0.057
C -3.45 -1.29 2.77 0.013
C 1.67 0.43 4.47 -0.014
H 3.71 -2.33 -3.58 0.104
H 4.35 -3.28 -1.29 0.103
C -4.41 0.45 -1.32 0.016
C 0.08 2.26 -2.99 -0.534
N -1.42 -0.95 1.38 0.035
H -3.68 -1.39 3.83 0.097
H -2.91 2.38 -3.03 0.132
H 1.55 1.40 3.99 0.063
C -1.00 -0.97 3.54 0.051
H 2.06 3.08 -2.76 0.110
N -1.03 -2.14 -0.76 0.074
C 2.66 -2.50 -3.35 -0.007
H 3.07 -4.47 -1.48 0.100
H 1.71 1.86 -1.56 0.043
H -0.08 4.97 3.05 0.018
C 1.58 -0.72 3.46 -0.532
H -2.25 -5.10 -1.77 0.098
C -2.40 -4.14 -1.29 0.018
C 1.26 2.69 -2.13 -0.032
H 2.64 0.41 4.97 0.103
H 2.39 -3.49 -3.72 0.100
C -2.97 0.78 -1.52 -0.221
H -1.25 3.23 -4.42 0.094
H 1.67 -2.91 3.55 0.097
H 2.54 0.31 1.78 0.057
H 1.35 1.66 -4.64 0.104
H -1.39 3.81 -0.50 -0.030
H 3.11 -3.46 -0.03 0.091
C -0.48 3.50 -3.71 -0.028
B -2.02 -1.17 -0.03 -0.470
H 1.02 1.72 0.61 -0.078
C 2.44 -2.42 -1.83 -0.521
C 0.98 -2.66 -1.53 -0.176
H 3.64 -0.54 2.83 0.112
H -4.02 -0.45 2.37 0.093
C -1.99 -1.08 2.59 -0.252
C 0.55 1.24 -4.03 -0.014
H 2.06 -1.77 -3.88 0.085
H -4.68 0.46 -0.27 0.091
H 0.32 3.99 -4.27 0.102
H -2.74 4.38 0.47 0.010
H 1.12 -2.15 5.05 0.094
C 0.20 -0.77 2.86 -0.215
H -5.03 1.17 -1.85 0.098
Sb -1.19 2.74 1.97 1.306
H -3.18 -3.60 -1.84 0.098
H 1.22 3.45 0.76 0.025
H -3.11 -1.63 0.02 0.128
C -0.66 4.15 3.48 -0.334
H -2.75 -4.32 -0.28 0.099
C 0.89 2.57 1.32 -0.302
C 2.82 -1.02 -1.33 -0.042
H 0.98 3.47 -1.41 0.078
H 2.24 -0.24 -1.85 0.061
C 2.65 -0.60 2.38 -0.049
H 1.58 2.37 2.13 0.001
H -0.89 4.22 -3.00 0.094
H -0.27 0.94 -4.69 0.104
H 3.86 -0.77 -1.58 0.129
H 0.38 -4.66 -2.27 0.138
N -0.79 0.68 -1.23 0.017
H -4.64 -0.54 -1.72 0.098
C 1.81 -2.05 4.21 -0.021
H 0.93 0.33 -3.56 0.056
C -1.67 4.19 0.48 -0.330
H 0.90 0.34 5.23 0.095
N 0.24 -1.73 -0.91 -0.016
N -1.99 0.15 -0.85 0.050
C 0.13 -3.73 -1.78 0.085
H -1.56 4.55 3.94 0.012
H 2.65 -1.49 1.74 0.071
H 2.83 -2.08 4.60 0.100
C 3.29 -3.47 -1.11 -0.009

10
Properties=species:S:1:pos:R:3:lowdin_charge:R:1 method="wB97M-V/def2-TZVPD" e_lumo_ev=-0.82 homo_ev=-10.50 e_above_lowest_kcal_mol=29.0 molar_mass_g_mol=117.14 orbital_gap_ev=9.678
N 1.72 -0.53 -0.47 -0.112
N -1.17 0.62 -0.90 -0.518
N -0.51 0.47 2.84 0.101
H 1.72 0.25 -1.14 -0.016
O -0.50 1.47 -1.43 0.039
H 2.47 -0.64 0.26 0.021
Si -0.22 -0.55 0.07 0.737
C -0.21 0.07 1.81 -0.284
O -2.38 0.59 -0.88 0.050
H -0.92 -1.75 -0.16 -0.018